[1]
Formula: C6H9NO5SbSe4Ta
Source: OMol25
Level of theory: ωB97M-V/def2-TZVPD

## Properties
HOMO-LUMO gap (eV): 5.74
F_max (eV/Å): 0.479

ORCA input file:
```
! RIJCOSX wB97M-V def2-TZVPD def2/J DEFGRID3
* xyz 2 1
Ta 0.218 -0.110 -0.839
O 0.304 -0.880 1.039
C 0.788 -0.174 2.239
C 1.730 0.919 1.770
N 1.112 1.633 0.616
C -0.037 2.504 0.950
C -1.165 2.346 -0.071
O -1.905 3.176 -0.435
O -1.243 1.005 -0.511
C 2.145 2.297 -0.268
C 1.869 1.359 -1.416
O 2.197 0.110 -1.239
O 0.827 1.537 -2.100
H -0.177 -1.823 1.303
H 1.314 -0.897 2.859
H -0.089 0.189 2.771
H 2.667 0.483 1.427
H 1.941 1.622 2.579
H 0.241 3.554 1.020
H -0.448 2.204 1.915
H 3.147 2.221 0.141
H 1.884 3.325 -0.499
Se -1.160 -3.466 1.795
Sb -2.102 -3.435 -0.406
Se -4.370 -3.174 -1.324
Se -3.042 -5.194 -1.833
Se -0.493 -2.116 -1.970
*
```

=====

[2]
Formula: C24H54N3O9
Source: OMol25
Level of theory: ωB97M-V/def2-TZVPD

## Properties
HOMO-LUMO gap (eV): 8.76
F_max (eV/Å): 2.257

ORCA input file:
```
! RIJCOSX wB97M-V def2-TZVPD def2/J DEFGRID3
* xyz 1 1
O -0.016 0.342 -0.964
H -0.893 0.591 -0.501
H 0.705 0.203 -0.282
H -0.164 -0.505 -1.502
C 0.584 4.068 3.444
O 0.958 3.171 2.403
C 0.957 3.747 1.115
C 1.969 3.039 0.239
N 1.952 1.608 0.464
C 3.203 0.960 0.061
C 3.193 -0.533 0.255
O 2.227 -1.079 -0.596
C 2.117 -2.478 -0.487
H -0.461 4.399 3.384
H 1.218 4.961 3.451
H 0.701 3.547 4.394
H 1.283 4.796 1.132
H -0.044 3.738 0.667
H 2.970 3.482 0.355
H 1.703 3.312 -0.792
H 1.945 1.572 1.484
H 4.041 1.392 0.634
H 3.453 1.234 -0.966
H 3.021 -0.750 1.318
H 4.177 -0.955 0.013
H 1.491 -2.854 -1.290
H 1.673 -2.792 0.465
H 3.122 -2.912 -0.535
C -5.452 2.061 -0.600
O -4.642 1.361 -1.523
C -3.455 2.034 -1.842
C -2.521 2.260 -0.659
N -2.381 0.972 0.069
C -2.223 1.156 1.545
C -2.588 -0.117 2.270
O -1.748 -1.169 1.904
C -2.166 -2.457 2.314
H -5.763 3.014 -1.042
H -4.950 2.299 0.348
H -6.294 1.416 -0.371
H -3.676 2.972 -2.372
H -2.912 1.437 -2.581
H -2.853 3.051 0.028
H -1.544 2.606 -1.008
H -3.314 0.562 0.033
H -2.986 1.881 1.869
H -1.247 1.556 1.827
H -3.639 -0.351 2.012
H -2.618 0.032 3.358
H -2.090 -2.560 3.403
H -1.505 -3.216 1.895
H -3.184 -2.668 1.974
C 2.514 1.369 -3.644
O 1.182 0.875 -3.650
C 1.086 -0.316 -4.411
C -0.266 -0.912 -4.192
N -0.427 -1.544 -2.875
C -1.647 -2.399 -2.877
C -1.415 -3.749 -3.574
O -0.079 -4.152 -3.282
C 0.167 -5.532 -3.454
H 3.173 0.731 -3.055
H 2.474 2.376 -3.230
H 2.831 1.498 -4.686
H 1.812 -1.025 -3.986
H 1.239 -0.099 -5.472
H -0.469 -1.685 -4.944
H -1.073 -0.184 -4.307
H 0.286 -2.261 -2.740
H -2.476 -1.871 -3.344
H -1.889 -2.664 -1.846
H -1.565 -3.727 -4.659
H -2.077 -4.496 -3.120
H -0.612 -6.142 -2.982
H 1.120 -5.741 -2.973
H 0.230 -5.819 -4.509
C 1.828 -1.445 4.915
C 1.401 -1.587 3.601
C 1.332 -0.466 2.778
C 1.802 0.751 3.241
C 2.305 0.879 4.532
C 2.255 -0.209 5.393
O 2.639 -0.048 6.689
O 0.814 -0.542 1.503
H 1.918 -2.294 5.587
H 0.923 -2.503 3.269
H 1.850 1.628 2.605
H 2.869 1.767 4.789
H 2.673 -0.912 7.114
H -0.061 -0.984 1.580
*
```

=====

[3]
Formula: C38H38BF8ILaN3O9S
Source: OMol25
Level of theory: ωB97M-V/def2-TZVPD

## Properties
HOMO-LUMO gap (eV): 5.44
F_max (eV/Å): 4.223

ORCA input file:
```
! RIJCOSX wB97M-V def2-TZVPD def2/J DEFGRID3
* xyz -2 1
La -0.192 0.840 0.041
C 0.184 -2.003 2.750
C 1.608 -2.176 2.216
O 1.688 -2.798 0.949
C 1.206 -4.109 0.886
C 0.482 -4.331 -0.438
O -0.393 -3.258 -0.666
C -1.566 -3.608 -1.336
C -2.414 -2.353 -1.562
O -2.353 -1.390 -0.541
C -2.890 -1.756 0.718
C -1.881 -2.377 1.677
O -0.700 -1.606 1.708
H 0.203 -1.220 3.511
H -0.171 -2.930 3.216
H 2.196 -2.735 2.960
H 2.051 -1.192 2.079
H 0.510 -4.318 1.705
H 2.040 -4.826 0.952
H -0.070 -5.281 -0.380
H 1.209 -4.413 -1.255
H -2.127 -4.352 -0.744
H -1.347 -4.066 -2.314
H -3.454 -2.684 -1.709
H -2.073 -1.824 -2.450
H -3.759 -2.420 0.603
H -3.186 -0.808 1.154
H -1.642 -3.411 1.389
H -2.356 -2.405 2.667
O 0.906 2.986 0.012
C 0.502 4.186 0.210
C 1.261 5.076 1.020
C 0.861 6.366 1.264
C -0.307 6.875 0.683
C -1.052 6.053 -0.132
C -0.693 4.721 -0.377
C -1.504 3.949 -1.286
N -1.413 2.684 -1.471
N -2.117 2.225 -2.584
C -1.724 1.040 -2.964
O -0.902 0.246 -2.396
C -2.254 0.621 -4.304
C -3.610 0.647 -4.612
C -4.055 0.214 -5.853
C -3.148 -0.235 -6.804
C -1.790 -0.241 -6.512
C -1.349 0.177 -5.266
H 2.164 4.672 1.462
H 1.455 7.003 1.910
H -0.622 7.894 0.872
H -1.961 6.436 -0.587
H -2.200 4.513 -1.917
H -4.302 1.005 -3.862
H -5.114 0.231 -6.083
H -3.505 -0.584 -7.766
H -1.078 -0.564 -7.262
H -0.293 0.175 -5.022
C -4.227 2.247 1.440
C -3.059 1.676 2.276
O -2.250 0.870 1.588
C -3.691 0.908 3.480
F -4.303 1.720 4.384
F -2.819 0.152 4.156
F -4.666 0.058 3.046
C -2.249 2.873 2.877
F -1.729 2.636 4.090
F -1.245 3.158 2.043
F -2.980 4.014 3.012
H -4.713 1.411 0.941
H -3.803 2.905 0.682
H -4.947 2.791 2.051
O 4.571 4.693 7.844
C 4.490 3.340 7.629
O 5.083 2.622 8.402
C 3.700 2.894 6.488
C 2.898 3.735 5.692
C 2.143 3.239 4.659
C 2.128 1.858 4.349
S 1.127 1.221 3.125
C 2.960 1.021 5.135
C 3.711 1.525 6.166
H 4.095 5.145 7.140
H 2.834 4.802 5.891
H 1.525 3.898 4.063
H 2.982 -0.034 4.895
H 4.345 0.881 6.762
I 4.453 -3.061 -1.276
C 3.010 -2.856 -2.799
C 3.249 -3.466 -4.024
C 2.239 -3.396 -4.970
C 1.078 -2.696 -4.672
C 0.976 -2.067 -3.438
N 1.926 -2.180 -2.511
H 4.183 -3.974 -4.220
H 2.358 -3.881 -5.931
H 0.272 -2.625 -5.390
H 0.136 -1.438 -3.162
F 3.145 0.071 0.297
B 2.082 0.202 -0.557
F 2.639 0.457 -1.793
*
```